# 1
Formula: C5H12N3
Source: the OMol25 dataset
Level of theory: ωB97M-V/def2-TZVPD

The maximum force is 4.56 eV/A. The value obtained for the energy above the lowest of the compared OMol25 structures with the same formula, charge and spin is 274.1 kJ/mol. As for the LUMO energy: -0.13635 hartree. Its SMILES is [H]/N=C/[C@@H]1[NH2+]CN[C@H]1C.

Geometry as ORCA input:
```
! RIJCOSX wB97M-V def2-TZVPD def2/J DEFGRID3
* xyz 1 1
H -3.52 -0.07 0.92
N -2.53 0.05 0.75
C -2.15 -0.61 -0.25
C -0.66 -0.36 -0.72
N 0.39 -1.56 -0.62
C 1.42 -1.18 0.49
N 1.50 0.23 0.32
C 0.13 0.68 0.22
C 0.14 2.09 -0.57
H -2.62 -1.33 -0.85
H -0.78 -0.18 -1.77
H 1.01 -1.62 -1.51
H -0.09 -2.50 -0.51
H 2.33 -1.83 0.24
H 1.11 -1.54 1.42
H 1.91 0.32 -0.61
H -0.28 0.71 1.25
H 0.88 1.94 -1.29
H 0.35 2.81 0.27
H -0.66 2.43 -1.16
*
```

---

# 2
Formula: C8H10F2N
Source: the OMol25 dataset
Level of theory: ωB97M-V/def2-TZVPD

The maximum force is 13.92 eV/A. The value obtained for the energy above the lowest of the compared OMol25 structures with the same formula, charge and spin is 621.3 kJ/mol. As for the LUMO energy: -0.14842 hartree. Its SMILES is [NH3+][C@@H]1C[C@H]1[C@@H]1C[C@]1(F)C#CF.

Geometry as ORCA input:
```
! RIJCOSX wB97M-V def2-TZVPD def2/J DEFGRID3
* xyz 1 1
N -0.25 0.05 -2.39
C 0.38 -0.19 -1.08
C 1.16 -1.54 -0.86
C -0.22 -1.23 -0.09
C -0.29 -0.95 1.37
C -1.27 0.00 1.94
C 0.14 0.53 1.94
F 0.91 0.48 3.13
C 0.50 1.76 1.17
C 0.52 2.72 0.37
F 0.49 3.92 -0.12
H 0.29 -0.39 -3.21
H -0.34 1.07 -2.60
H -1.23 -0.14 -2.41
H 0.63 0.49 -0.59
H 2.09 -1.41 -0.44
H 1.33 -1.95 -1.79
H -1.11 -1.79 -0.29
H 0.00 -1.72 2.04
H -1.88 0.60 1.12
H -1.86 -0.30 2.80
*
```

---

# 3
Formula: C49H45N5O4STeTi
Source: the OMol25 dataset
Level of theory: ωB97M-V/def2-TZVPD

The maximum force is 1.79 eV/A. The value obtained for the energy above the lowest of the compared OMol25 structures with the same formula, charge and spin is 0.0 kJ/mol. As for the LUMO energy (spin up / spin down): -0.01142 / -0.01148 hartree.

Geometry as ORCA input:
```
! RIJCOSX wB97M-V def2-TZVPD def2/J DEFGRID3
* xyz 0 1
Ti 0.99 -0.11 1.32
C 4.37 -0.46 0.49
O 3.19 0.34 0.61
C 3.24 1.61 0.06
C 4.34 2.14 -0.59
C 4.27 3.45 -1.06
C 3.12 4.20 -0.87
C 2.02 3.66 -0.21
C 2.07 2.35 0.25
N 1.05 1.75 1.01
N 0.27 2.67 1.65
C -0.15 2.33 2.89
C 0.22 1.20 3.66
O 0.97 0.19 3.15
C -0.22 1.04 4.99
C -1.09 1.90 5.58
C -1.56 3.02 4.84
C -2.50 3.92 5.39
C -2.97 4.99 4.68
C -2.50 5.22 3.37
C -1.59 4.36 2.81
C -1.09 3.25 3.52
H 5.21 0.03 0.98
H 4.60 -0.64 -0.56
H 4.13 -1.40 0.98
H 5.24 1.56 -0.73
H 5.12 3.87 -1.56
H 3.08 5.22 -1.23
H 1.13 4.24 0.00
H 0.17 0.17 5.52
H -1.43 1.76 6.60
H -2.86 3.74 6.40
H -3.69 5.67 5.12
H -2.87 6.07 2.81
H -1.22 4.53 1.81
C -1.31 2.34 -4.43
C -0.74 1.43 -3.37
C 0.44 0.73 -3.58
C 0.99 -0.11 -2.61
C 2.23 -0.86 -2.89
O 2.38 -2.01 -2.50
C 3.31 -0.19 -3.67
C 4.21 -0.98 -4.39
C 5.25 -0.39 -5.09
C 5.40 0.99 -5.07
C 4.52 1.78 -4.34
C 3.47 1.19 -3.65
C 0.34 -0.25 -1.36
O 0.89 -1.01 -0.43
C -0.87 0.44 -1.14
C -1.37 1.26 -2.15
C -1.64 0.29 0.09
N -1.12 -0.12 1.20
C -2.02 -0.52 2.30
C -1.45 -1.70 3.09
Te -2.75 -3.40 3.13
C -2.77 -3.56 1.02
C -3.91 -4.04 0.39
C -3.96 -4.16 -1.00
C -2.87 -3.78 -1.77
C -1.73 -3.28 -1.15
C -1.68 -3.18 0.24
C -3.09 0.62 0.01
C -3.55 1.71 0.75
C -4.89 2.06 0.70
C -5.77 1.31 -0.07
C -5.31 0.22 -0.80
C -3.97 -0.12 -0.77
H -0.67 2.36 -5.31
H -1.40 3.36 -4.06
H -2.30 2.01 -4.74
H 0.96 0.85 -4.52
H 4.08 -2.06 -4.38
H 5.94 -1.00 -5.66
H 6.21 1.45 -5.61
H 4.65 2.85 -4.31
H 2.79 1.81 -3.07
H -2.30 1.80 -1.97
H -2.97 -0.79 1.86
H -2.19 0.32 2.97
H -1.18 -1.44 4.11
H -0.53 -2.08 2.64
H -4.78 -4.32 0.97
H -4.85 -4.54 -1.47
H -2.91 -3.86 -2.85
H -0.87 -2.97 -1.73
H -0.77 -2.81 0.69
H -2.85 2.29 1.35
H -5.24 2.91 1.26
H -6.82 1.57 -0.10
H -6.00 -0.37 -1.39
H -3.60 -0.97 -1.33
C 1.78 -4.75 -1.13
N 1.68 -3.67 -0.16
C 1.65 -3.79 1.16
S 2.06 -2.49 2.21
N 1.30 -4.95 1.74
C 0.39 -5.95 1.20
H 2.41 -4.40 -1.95
H 0.81 -5.03 -1.55
H 2.24 -5.63 -0.68
H 1.80 -2.73 -0.53
H 1.36 -4.90 2.75
H -0.23 -5.52 0.42
H -0.27 -6.27 2.00
H 0.92 -6.82 0.81
*
```

---

# 4
Formula: C8H11N4
Source: the OMol25 dataset
Level of theory: ωB97M-V/def2-TZVPD

The maximum force is 4.82 eV/A. The value obtained for the energy above the lowest of the compared OMol25 structures with the same formula, charge and spin is 330.0 kJ/mol. As for the LUMO energy: -0.16614 hartree.

Geometry as ORCA input:
```
! RIJCOSX wB97M-V def2-TZVPD def2/J DEFGRID3
* xyz 1 1
C 2.87 -0.98 0.67
C 2.42 -1.12 -0.73
C 2.57 0.25 1.18
C 1.69 0.00 -0.97
C -2.78 0.43 -0.40
C -2.13 1.58 -0.07
C -2.28 -1.97 -0.02
C 1.18 2.01 0.30
N -0.94 -0.07 0.52
N 1.77 0.86 0.13
N -1.99 -0.58 -0.01
N -0.97 1.23 0.49
H 3.40 -1.70 1.24
H 2.68 -1.97 -1.46
H 2.92 0.75 2.01
H 0.93 0.23 -1.77
H -3.68 0.46 -1.12
H -2.50 2.57 -0.26
H -2.67 -2.43 0.92
H -3.04 -2.18 -0.81
H -1.35 -2.46 -0.26
H 1.27 2.74 1.12
H 0.64 2.38 -0.71
*
```

---

# 5
Formula: C18H24Cl2F3FeN5O6S2
Source: the OMol25 dataset
Level of theory: ωB97M-V/def2-TZVPD

The maximum force is 2.42 eV/A. As for the LUMO energy (spin up / spin down): -0.01054 / -0.01060 hartree.

Geometry as ORCA input:
```
! RIJCOSX wB97M-V def2-TZVPD def2/J DEFGRID3
* xyz 0 5
Fe -1.23 0.09 0.00
Cl -2.04 5.02 0.30
C -2.57 3.81 1.43
C -3.38 4.20 2.51
C -3.80 3.29 3.43
Cl -4.79 3.81 4.77
C -3.44 1.93 3.31
C -3.79 0.91 4.22
C -3.37 -0.37 3.99
C -2.61 -0.66 2.85
N -2.26 0.28 1.99
C -2.65 1.56 2.21
C -2.18 2.50 1.24
O -1.42 2.08 0.28
H -3.66 5.24 2.61
H -4.38 1.15 5.09
H -3.62 -1.17 4.68
H -2.25 -1.66 2.65
N 0.05 0.58 -1.87
C -0.44 -0.32 -2.90
C 0.04 0.00 -4.30
C 1.56 -0.10 -4.47
C 2.11 -1.52 -4.51
N 1.96 -2.25 -3.23
C 2.46 -1.85 -2.05
N 3.58 -1.11 -2.02
N 1.85 -2.19 -0.93
C -1.98 -0.36 -2.79
O -2.66 -0.37 -3.80
O -2.38 -0.39 -1.57
H -0.32 1.52 -1.99
H 1.06 0.64 -1.84
H -0.16 -1.34 -2.60
H -0.28 1.01 -4.54
H -0.48 -0.65 -5.01
H 2.06 0.48 -3.68
H 1.83 0.37 -5.42
H 3.17 -1.51 -4.80
H 1.59 -2.11 -5.25
H 1.11 -2.80 -3.15
H 4.16 -1.04 -2.83
H 3.97 -0.86 -1.13
H 0.89 -2.49 -0.93
H 2.18 -1.95 0.01
C 1.51 1.49 2.88
S 1.46 1.71 1.09
C 3.22 1.46 0.76
H 1.87 0.49 3.14
H 0.49 1.61 3.25
H 2.15 2.25 3.32
H 3.81 2.17 1.36
H 3.40 1.67 -0.29
H 3.51 0.44 1.01
F 1.13 -4.56 2.68
C 0.53 -3.95 1.66
F -0.76 -4.26 1.67
F 1.07 -4.40 0.52
S 0.75 -2.13 1.78
O 2.17 -1.93 1.50
O 0.29 -1.79 3.10
O -0.09 -1.67 0.67
*
```

---

# 6
Formula: C52H118F3N4NiO18
Source: the OMol25 dataset
Level of theory: ωB97M-V/def2-TZVPD

The maximum force is 3.70 eV/A. As for the LUMO energy (spin up / spin down): -0.11139 / -0.15980 hartree.

Geometry as ORCA input:
```
! RIJCOSX wB97M-V def2-TZVPD def2/J DEFGRID3
* xyz 1 3
Ni -4.51 0.10 4.48
C -2.40 1.48 2.03
O -1.67 0.50 1.24
O -3.18 0.70 2.98
C -1.32 2.48 2.55
F -0.10 1.90 2.69
F -1.08 3.58 1.84
F -1.48 2.82 3.86
C -1.57 0.73 -0.18
C -1.33 -0.68 -0.91
H -1.13 -0.51 -1.97
H -0.35 -1.05 -0.61
H -2.09 -1.45 -0.76
H -0.71 1.34 -0.47
H -2.48 1.19 -0.58
H -3.10 2.00 1.39
C -1.33 -8.07 2.22
C -0.84 -6.70 2.12
C 0.63 -6.73 1.54
C 0.73 -6.87 0.00
C -0.09 -5.71 -0.62
C -1.58 -5.67 -0.20
N -1.74 -5.85 1.26
O -3.03 -5.67 1.79
C -2.15 -4.30 -0.64
C -2.32 -6.87 -0.91
C -0.82 -6.22 3.58
H -1.42 -8.36 1.17
H -2.26 -8.17 2.78
H -0.64 -8.77 2.69
H 1.19 -5.81 1.71
H 1.22 -7.54 1.96
H 0.43 -7.80 -0.48
H 1.71 -6.57 -0.36
H -0.08 -6.11 -1.64
H 0.43 -4.76 -0.60
H -1.58 -3.48 -0.21
H -2.06 -4.11 -1.71
H -3.21 -4.26 -0.37
H -3.40 -6.70 -0.84
H -1.98 -6.95 -1.94
H -2.22 -7.83 -0.40
H -1.76 -6.33 4.13
H -0.77 -5.14 3.49
H 0.01 -6.57 4.19
H -2.93 -4.75 2.05
C 2.77 -2.64 -7.44
C 2.71 -2.16 -5.99
C 2.15 -0.71 -5.85
C 0.59 -0.67 -5.97
C -0.01 -1.54 -4.86
C 0.47 -3.03 -5.06
N 1.96 -3.07 -5.14
O 2.44 -4.41 -5.15
C -0.02 -3.77 -3.79
C -0.31 -3.65 -6.28
C 4.10 -2.02 -5.36
H 2.58 -3.69 -7.67
H 3.71 -2.29 -7.85
H 1.91 -2.21 -7.96
H 2.50 -0.29 -4.90
H 2.48 -0.14 -6.71
H 0.26 -0.87 -6.99
H 0.09 0.29 -5.90
H -1.09 -1.45 -4.76
H 0.24 -1.04 -3.92
H -1.10 -3.85 -3.82
H 0.45 -4.76 -3.73
H 0.11 -3.30 -2.82
H 0.00 -4.70 -6.35
H -1.39 -3.72 -6.17
H 0.03 -3.18 -7.20
H 4.71 -1.17 -5.65
H 4.68 -2.90 -5.61
H 4.09 -2.14 -4.27
H 2.73 -4.52 -4.24
C 5.86 -0.03 -0.40
C 5.06 1.07 -1.22
C 3.60 0.75 -0.94
C 2.55 1.70 -1.46
C 2.89 3.17 -1.09
C 4.41 3.61 -1.18
N 5.27 2.45 -0.67
O 6.60 2.78 -0.54
C 4.62 3.94 -2.70
C 4.56 4.75 -0.30
C 5.36 0.89 -2.66
H 5.67 0.07 0.67
H 6.92 0.06 -0.62
H 5.55 -1.06 -0.60
H 3.35 -0.24 -1.32
H 3.49 0.64 0.14
H 1.63 1.39 -0.97
H 2.56 1.58 -2.54
H 2.44 3.32 -0.11
H 2.41 3.78 -1.86
H 4.02 4.78 -3.03
H 5.60 4.14 -3.12
H 4.21 3.16 -3.34
H 4.49 4.55 0.77
H 5.61 5.06 -0.39
H 3.91 5.59 -0.56
H 5.71 -0.13 -2.84
H 6.09 1.57 -3.09
H 4.50 0.80 -3.33
H 6.88 2.95 -1.44
C -1.99 5.30 -4.52
C -2.26 5.89 -3.15
C -1.84 4.93 -2.07
C -0.39 4.73 -1.71
C 0.22 6.16 -1.49
C 0.01 7.22 -2.63
N -1.49 7.14 -2.81
O -1.98 8.10 -3.58
C 0.41 8.53 -2.08
C 0.76 6.92 -3.93
C -3.78 6.18 -2.86
H -1.81 6.02 -5.32
H -2.88 4.81 -4.93
H -1.16 4.60 -4.63
H -2.22 5.32 -1.13
H -2.29 3.95 -2.19
H 0.01 4.06 -2.47
H -0.42 4.16 -0.79
H 1.29 5.95 -1.45
H -0.15 6.46 -0.51
H -0.20 8.84 -1.23
H 1.42 8.35 -1.69
H 0.50 9.31 -2.83
H 0.38 7.46 -4.80
H 1.82 7.11 -3.74
H 0.61 5.84 -4.03
H -4.41 5.29 -2.87
H -4.05 6.81 -3.70
H -3.82 6.78 -1.95
H -2.60 8.51 -2.97
C -0.75 1.11 7.54
C 0.33 0.32 6.88
O -0.15 -0.48 5.82
O -1.25 1.98 6.51
H -0.44 1.75 8.37
H -1.60 0.49 7.84
H 0.57 -0.37 7.68
H 1.11 0.92 6.40
H 0.51 -0.98 5.34
H -0.99 1.77 5.61
C 0.17 -2.23 2.09
C 1.30 -1.16 2.57
O 1.63 -1.44 3.89
O -1.06 -1.93 2.60
H 0.41 -3.25 2.38
H 0.23 -2.13 1.00
H 0.97 -0.13 2.50
H 2.16 -1.12 1.90
H 2.41 -0.94 4.15
H -1.34 -1.04 2.37
C -5.08 -2.25 0.99
C -5.60 -1.39 2.13
O -4.99 -1.68 3.39
O -5.74 -3.46 1.08
H -4.00 -2.40 0.98
H -5.40 -1.75 0.08
H -6.65 -1.58 2.35
H -5.53 -0.33 1.90
H -5.18 -2.59 3.62
H -5.28 -3.93 1.78
C -4.39 2.95 5.10
C -5.82 2.73 4.68
O -5.94 1.65 3.78
O -3.77 1.79 5.63
H -4.38 3.72 5.87
H -3.86 3.27 4.20
H -6.19 3.71 4.39
H -6.39 2.42 5.56
H -6.77 1.76 3.31
H -2.94 2.02 6.06
C -2.99 -2.16 6.11
C -2.41 -3.45 5.47
O -2.74 -3.53 4.11
O -2.72 -0.95 5.40
H -2.43 -2.24 7.04
H -4.01 -2.29 6.49
H -2.73 -4.34 6.02
H -1.32 -3.39 5.42
H -2.36 -2.75 3.70
H -1.77 -0.78 5.45
C 3.69 2.34 2.76
C 3.34 1.85 4.16
O 3.61 0.48 4.17
O 5.04 2.62 2.52
H 3.22 3.32 2.66
H 3.34 1.66 1.98
H 2.28 1.90 4.40
H 3.86 2.41 4.93
H 4.56 0.33 4.17
H 5.17 2.49 1.58
*
```